(1)
63
Properties=species:S:1:pos:R:3:forces:R:3 method="wB97M-V/def2-TZVPD" smiles=CC(C)O.CC(C)O.CC(C)O.CCO.CCO.CCO homo_ev=-9.676 multiplicity=1 max_force_ev_per_a=3.6 orbital_gap_ha=0.380 total_charge=0 e_above_lowest_ev=3.548
C -1.1839 3.0725 4.8671 -1.59 -0.66 -0.02
C -0.8434 2.4382 3.5548 -0.29 -0.91 1.58
O 0.4261 2.7907 3.2260 2.23 1.18 -1.31
H -2.2344 2.7882 4.9291 -0.49 0.61 0.45
H -1.0898 4.1508 4.7388 0.08 -0.04 0.56
H -0.7819 2.6302 5.7787 0.76 0.36 -0.26
H -1.6234 2.7744 2.8717 0.09 -0.22 -0.61
H -0.7466 1.3552 3.6309 -1.36 -0.36 0.07
H 0.6377 2.1945 2.5040 0.52 0.09 -0.45
C -1.0496 0.5191 -0.2851 1.59 -0.79 0.49
C 0.2904 -0.1711 0.3278 -3.27 0.87 -1.22
O 0.5060 0.5487 1.5048 0.83 0.03 0.71
H -0.9697 1.6048 -0.2305 0.33 0.01 -0.23
H -1.9025 0.2803 0.3502 0.10 -0.31 0.01
H -1.2441 0.1932 -1.3069 0.01 0.08 0.18
H 1.1415 -0.1607 -0.3531 -0.10 0.16 -0.07
H 0.0083 -1.1924 0.5835 0.28 -0.24 -0.21
H 1.1042 0.0014 2.0188 0.38 0.09 0.46
C 0.9682 -3.0521 5.3067 -0.39 0.95 -0.33
C 1.7617 -1.9957 4.5140 0.29 -0.73 1.07
O 2.3999 -2.5787 3.4441 0.60 -1.35 -1.46
H 1.4633 -3.9419 5.6956 0.64 0.30 -0.32
H 0.1434 -3.4035 4.6868 -0.20 0.05 0.19
H 0.6132 -2.4858 6.1677 -0.53 -0.26 0.11
H 2.5158 -1.5832 5.1843 -0.08 0.47 0.19
H 1.1025 -1.2162 4.1318 -0.35 0.28 0.46
H 3.1272 -2.0400 3.1240 -0.05 0.37 0.04
C -4.1435 1.6330 -3.4812 -1.78 0.96 0.36
C -5.1434 0.9263 -4.4291 1.37 -0.70 0.48
C -6.0275 1.8545 -5.2280 -0.11 1.99 0.51
O -4.2674 0.1391 -5.1929 1.10 -0.89 -1.30
H -3.4571 2.2785 -4.0292 0.27 -0.47 -0.14
H -3.6820 0.9793 -2.7411 0.25 -0.18 -0.50
H -4.7377 2.3352 -2.8964 -0.09 0.16 0.32
H -5.6950 0.1896 -3.8451 -0.63 0.35 0.21
H -5.6770 2.8685 -5.0357 0.20 0.30 0.27
H -7.0501 1.9218 -4.8570 -0.10 -0.52 -0.22
H -6.0014 1.9156 -6.3160 -0.01 -1.16 -0.08
H -4.5333 -0.0237 -6.1008 -0.43 0.14 0.10
C -0.9472 -1.0377 -3.6106 0.26 -1.06 -1.34
C 0.2785 -1.9441 -3.9693 -0.39 2.11 2.38
C 0.9635 -2.4956 -2.7207 1.22 0.67 -0.37
O -0.1249 -3.0037 -4.6918 -1.26 -2.34 -1.98
H -0.7678 0.0152 -3.3933 0.23 -0.34 0.61
H -1.5753 -1.6156 -2.9326 -0.03 0.54 0.53
H -1.5199 -0.9938 -4.5370 -0.22 0.14 -0.21
H 0.9265 -1.3223 -4.5870 0.60 -0.03 0.19
H 0.3773 -3.0956 -2.0247 -0.62 0.50 -0.12
H 1.4380 -1.6348 -2.2496 0.05 -0.16 0.60
H 1.7594 -3.1840 -3.0050 0.19 0.12 -0.26
H -1.0816 -2.9886 -4.7699 -0.05 -0.17 -0.18
C 5.7830 0.8283 1.7752 0.81 -0.85 -0.54
C 4.3838 0.4662 1.4338 -2.03 -1.96 -1.04
C 4.1306 -0.6024 0.3505 1.39 0.34 -0.93
O 3.6520 -0.0587 2.5655 0.25 1.19 -0.02
H 5.8777 1.4137 2.6898 -0.10 0.39 -0.32
H 6.1892 1.2811 0.8708 0.27 0.60 0.34
H 6.3986 -0.0591 1.9225 -0.10 -0.24 0.16
H 3.8523 1.3148 1.0031 -0.07 0.53 0.50
H 3.1385 -0.5836 -0.1007 -0.15 0.08 0.64
H 4.3985 -1.6304 0.5945 -0.09 0.07 0.51
H 4.7701 -0.3610 -0.4986 0.24 0.04 -0.19
H 3.5746 0.7532 3.0719 -0.46 -0.21 0.96


(2)
73
Properties=species:S:1:pos:R:3:forces:R:3 method="wB97M-V/def2-TZVPD" homo_ev=-9.469 multiplicity=1 max_force_ev_per_a=7.8 orbital_gap_ha=0.115 total_charge=+1 e_above_lowest_ev=9.130
C -5.6364 -1.3444 -2.9178 1.44 1.03 -0.95
C -4.5679 -0.4361 -3.4981 -0.97 -1.35 0.49
C -4.1719 -0.7800 -5.0861 -2.42 0.60 1.04
S -2.6204 0.0983 -5.6665 -2.42 1.49 1.02
F -3.1191 1.3997 -6.7183 1.00 -3.17 1.54
P -1.5390 -1.2960 -6.9312 2.04 -2.63 -3.73
O -2.6376 -2.4375 -7.6683 0.25 1.92 3.18
O -0.3340 -2.1613 -6.0146 -2.41 0.09 -1.50
H -5.2748 -2.3560 -2.3970 -1.04 3.22 0.51
H -6.7727 -1.0665 -3.0479 2.25 -1.64 -1.13
H -4.0233 0.4073 -2.8885 0.12 -2.74 -0.84
H -3.9930 -1.9597 -5.0949 0.03 2.73 -0.29
H -5.0740 -0.4668 -5.7646 1.64 -0.79 0.82
H -3.4771 -2.5581 -7.1308 1.22 -0.17 -0.93
H -0.0203 -2.9414 -6.5886 -0.73 1.45 1.03
O -4.0665 0.6045 0.0308 -1.37 -2.69 2.95
P -3.3053 1.2451 1.2172 1.93 4.64 -5.98
N -4.0894 2.7336 1.0004 -1.72 1.45 -0.68
C -3.5322 4.0729 0.9982 0.39 0.02 0.36
C -5.4217 2.7823 1.6024 -0.21 -0.72 -0.16
N -1.8091 1.1405 0.3828 1.86 -0.31 -1.02
C -1.5585 1.9588 -0.8009 0.05 0.28 0.19
C -1.4418 -0.2482 0.0574 0.13 0.03 0.43
N -2.4301 1.9816 2.5810 -0.45 -2.07 3.10
C -1.0954 2.5753 2.5160 0.58 -0.30 -0.70
C -2.4791 1.0773 3.7348 -0.17 0.15 0.56
H -3.3043 4.4323 2.0036 0.11 0.15 0.22
H -4.2360 4.7886 0.5526 -0.16 -0.39 0.10
H -2.6376 4.1599 0.3885 0.12 -0.19 0.07
H -5.3588 2.9609 2.6814 -0.09 0.19 0.14
H -5.9546 1.8330 1.4559 0.20 0.12 -0.02
H -6.0492 3.5569 1.1524 0.23 0.05 -0.01
H -2.4034 1.9712 -1.4922 -0.16 0.07 -0.17
H -0.6728 1.6145 -1.3509 -0.18 -0.25 0.29
H -1.3122 2.9819 -0.5156 -0.19 0.06 -0.04
H -1.9804 -0.6184 -0.8224 -0.15 -0.05 0.05
H -1.6687 -0.9133 0.8967 -0.03 -0.01 -0.06
H -0.3662 -0.3313 -0.1345 -0.09 0.19 0.13
H -0.3097 1.8302 2.3510 -0.01 0.10 -0.03
H -0.8667 3.0908 3.4568 -0.50 -0.20 0.13
H -1.0192 3.3423 1.7428 -0.13 -0.28 -0.05
H -1.8411 0.2008 3.5745 0.07 -0.03 0.24
H -3.5037 0.7252 3.8957 -0.04 -0.04 -0.07
H -2.1674 1.5804 4.6564 0.05 -0.02 -0.16
O 2.3002 -0.6564 0.8981 -2.07 -2.02 3.25
P 3.5327 -1.2993 1.5800 3.16 4.04 -5.93
N 4.2515 0.2128 1.8522 0.08 2.32 0.37
C 5.6247 0.6283 1.6383 0.30 -0.40 0.11
C 3.7350 0.8976 3.0372 -0.71 -0.23 -0.10
N 4.0312 -2.0307 0.1096 0.48 -1.19 -1.76
C 4.5127 -1.2143 -1.0018 0.26 0.27 0.07
C 3.0274 -2.9688 -0.4212 0.12 -0.11 0.40
N 4.9496 -2.0384 2.3639 -1.07 -2.26 2.82
C 6.1238 -2.5708 1.6741 -0.12 -0.21 -0.85
C 4.4991 -3.0311 3.3452 0.18 -0.01 0.55
H 6.2985 0.2598 2.4142 0.24 -0.09 0.15
H 5.7061 1.7235 1.6352 -0.37 -0.17 0.14
H 6.0139 0.3267 0.6702 -0.08 -0.22 -0.01
H 4.1945 0.5032 3.9502 0.14 0.11 0.19
H 2.6490 0.7602 3.1289 0.18 -0.06 -0.12
H 3.9033 1.9774 2.9954 0.16 -0.12 -0.12
H 3.8894 -0.3362 -1.1816 -0.04 0.12 -0.07
H 4.5664 -1.7913 -1.9344 -0.24 -0.12 0.32
H 5.5408 -0.8960 -0.8275 -0.04 0.15 0.07
H 2.2115 -2.4474 -0.9348 -0.05 -0.01 0.11
H 2.5916 -3.5645 0.3871 -0.05 0.04 -0.02
H 3.4863 -3.6722 -1.1250 0.13 0.16 0.10
H 5.9029 -3.4806 1.1057 0.07 0.07 0.00
H 6.9065 -2.8198 2.4011 -0.39 0.16 0.34
H 6.5782 -1.8396 1.0028 -0.31 -0.06 0.00
H 4.0948 -3.9199 2.8478 0.07 -0.18 0.17
H 3.7099 -2.6078 3.9759 -0.07 0.02 -0.04
H 5.3112 -3.3360 4.0138 -0.04 0.02 -0.16


(3)
78
Properties=species:S:1:pos:R:3:forces:R:3 method="wB97M-V/def2-TZVPD" smiles="CC1(C)CCCC(C)(C)N1O.NC(N)=O.NC(N)=O.NC(N)=O.NC(N)=O.NC(N)=O.NC(N)=O" homo_ev=-8.156 multiplicity=1 max_force_ev_per_a=3.0 orbital_gap_ha=0.297 total_charge=0 e_above_lowest_ev=1.217
C -4.2148 0.7856 2.6814 -0.81 -0.33 0.43
C -3.3591 -0.4790 2.9236 0.09 1.98 -0.48
C -3.0251 -0.9955 1.4996 -0.62 -1.61 1.05
C -2.0023 -2.1209 1.5554 -0.05 0.36 -0.04
C -0.7355 -1.5384 2.1946 0.16 -1.79 -0.92
C -0.9527 -0.8782 3.5607 1.36 -0.55 1.59
N -2.1280 -0.0209 3.6162 0.48 0.21 -2.47
O -2.3182 0.6033 4.8402 -0.29 -0.55 0.18
C -1.0173 -1.9426 4.6789 0.97 -0.45 0.93
C 0.3249 -0.0544 3.9035 -1.30 0.41 0.26
C -4.1354 -1.4704 3.7637 -0.43 -1.13 -0.09
H -3.8603 1.4730 1.9149 0.61 -0.04 0.25
H -4.3608 1.2989 3.6319 0.02 0.21 -0.14
H -5.2044 0.4859 2.3215 -0.03 -0.14 0.13
H -3.9711 -1.4052 1.1315 -0.06 0.24 -0.21
H -2.7010 -0.2113 0.8182 0.10 0.19 0.22
H -1.9012 -2.6063 0.5800 0.62 0.59 -0.24
H -2.2926 -3.0082 2.1287 -0.50 0.44 0.47
H -0.1242 -0.9891 1.4737 -0.44 0.79 0.18
H -0.1296 -2.4483 2.2991 0.38 0.29 0.73
H -1.7437 -2.7456 4.5707 -0.15 0.15 0.03
H -0.0450 -2.3981 4.9145 0.10 -0.36 -1.10
H -1.0389 -1.4900 5.6803 -1.12 0.35 -0.16
H 0.3433 0.7675 3.1871 0.73 -0.09 -0.09
H 0.2147 0.4029 4.8893 -0.23 0.06 -0.04
H 1.1991 -0.6921 4.0171 0.14 0.06 -0.75
H -5.2074 -1.5068 3.5574 0.01 0.43 -0.07
H -4.0190 -1.2935 4.8332 -0.04 0.08 -0.01
H -3.8265 -2.4998 3.5635 0.28 0.06 0.16
H -2.5227 -0.1111 5.4703 0.01 0.21 0.12
C 0.3699 4.4669 1.2851 -2.86 -0.39 0.67
O -0.1193 3.4597 1.8068 1.29 0.22 -0.59
N 1.2400 4.5051 0.2621 0.67 -0.50 0.36
N -0.1744 5.6793 1.6325 0.59 0.38 0.05
H 1.3719 5.3717 -0.2176 0.17 -0.17 -0.41
H 1.4162 3.6158 -0.1711 0.22 0.26 -0.28
H -0.9866 5.6431 2.2185 0.06 0.06 0.07
H 0.0672 6.5242 1.1498 -0.13 0.10 0.12
C -0.0813 -4.4832 -2.6199 -0.71 -1.80 -1.90
O -0.3360 -5.6348 -3.0188 0.26 0.67 0.80
N 0.6645 -3.6615 -3.3970 -0.05 -0.14 0.72
N -0.6327 -3.9743 -1.4920 0.58 0.34 -0.23
H 0.8206 -4.0881 -4.2917 0.40 0.53 -0.16
H 0.8070 -2.6948 -3.1167 0.04 -0.26 -0.65
H -0.9700 -4.6866 -0.8706 -0.01 0.39 0.40
H -0.2717 -3.0553 -1.2797 -0.52 -0.09 0.82
C 0.4282 -0.0389 -2.1613 0.39 -0.34 1.12
O 0.2111 -1.2607 -2.1483 0.38 1.09 -0.17
N 1.5516 0.5905 -2.6033 1.09 -1.02 -1.06
N -0.3174 0.8524 -1.5040 -1.16 1.15 0.25
H 1.5666 1.5418 -2.9312 -0.34 0.10 0.24
H 2.3449 0.0342 -2.8877 -0.16 -0.09 -0.32
H -1.0767 0.6491 -0.8801 -0.04 -0.34 -0.23
H 0.0766 1.7779 -1.5071 -0.45 0.24 0.36
C 3.6491 -2.1443 -0.4127 -0.53 0.45 -1.11
O 4.2321 -1.3758 -1.1804 -0.08 -0.01 0.74
N 2.2954 -2.1344 -0.2540 0.12 -0.34 0.53
N 4.2900 -3.1066 0.2917 0.30 -0.24 0.37
H 1.8641 -2.8738 0.2706 -0.12 0.13 0.10
H 1.6997 -1.3842 -0.5577 0.30 -0.11 -0.34
H 5.2808 -3.1983 0.1599 -0.05 -0.07 -0.19
H 3.7775 -3.8981 0.6344 0.11 -0.03 0.12
C -0.3616 4.5839 -3.1345 -0.55 -0.80 -0.22
O 0.4390 3.8121 -2.6066 0.20 0.55 -0.11
N -1.7078 4.3468 -3.0519 1.10 -0.17 0.46
N -0.0479 5.6697 -3.8820 0.28 -0.23 0.34
H -1.8990 3.5922 -2.4152 -0.73 0.06 -0.26
H -2.3751 4.8870 -3.5626 -0.40 -0.18 0.20
H -0.8076 6.1941 -4.2658 0.31 0.41 -0.24
H 0.9176 5.8976 -4.0296 -0.10 0.13 -0.15
C 4.2578 -0.8632 -5.0871 0.51 0.37 0.16
O 3.9489 -1.9901 -5.4318 0.06 0.55 -0.06
N 4.3261 -0.4460 -3.7901 -0.91 -0.57 0.39
N 4.6398 0.1516 -5.9431 0.14 -0.74 -0.92
H 4.8761 0.3461 -3.5253 0.18 0.01 0.04
H 4.0958 -1.1194 -3.0662 0.41 0.16 0.05
H 4.5789 1.1230 -5.7203 -0.01 0.07 0.17
H 4.8150 -0.1151 -6.8972 -0.23 0.15 0.04